# 1
ORCA calculation (ωB97M-V/def2-TZVPD) on C23H32N2O2 in the gas phase.

Geometry as XYZ:
```
59
Properties=species:S:1:pos:R:3:forces:R:3
C -3.359453 -1.163434 -1.803630 0.1 0.3 -0.1
H -2.352267 -1.412676 -1.480600 0.1 -0.1 0.0
H -3.433134 -1.292331 -2.881239 -0.1 -0.1 -0.1
H -4.056911 -1.848471 -1.328728 -0.1 -0.1 0.1
C -3.681218 0.287007 -1.425982 -0.2 -0.1 -0.1
N -3.303604 0.675729 -0.076121 0.0 0.0 0.0
C -3.863633 -0.062342 1.028813 0.0 0.0 0.1
C -3.108946 -1.361748 1.389873 -0.1 -0.1 -0.1
N -1.742218 -1.284619 0.914186 0.1 0.0 0.2
C -1.216132 0.048904 1.120730 0.0 0.0 -0.3
H -0.142756 0.037465 0.928470 0.0 0.1 0.1
C -1.897012 1.001933 0.125404 0.0 0.5 0.2
C -1.779585 2.467984 0.580518 0.5 -0.2 -0.3
H -2.089187 2.561476 1.622169 -0.1 0.0 0.1
C -0.363595 3.022511 0.429796 -0.3 0.2 0.6
O 0.091299 3.010401 -0.903482 0.0 0.0 -0.6
H -0.569111 3.447181 -1.453774 0.1 0.0 0.0
H -0.330232 4.048389 0.828649 0.1 -0.2 0.0
H 0.352255 2.414270 0.986418 0.0 0.1 0.1
H -2.467230 3.064563 -0.025246 0.0 0.0 0.0
H -1.374678 0.906075 -0.832114 -0.1 -0.1 0.1
H -1.375225 0.392127 2.159813 0.1 0.0 0.0
C -0.904569 -2.337322 1.467117 0.0 0.1 -0.1
C 0.427135 -2.344048 0.771711 0.1 -0.1 0.2
C 0.504599 -2.680882 -0.575609 0.1 0.0 0.1
C 1.694783 -2.578021 -1.261010 0.2 0.1 -0.1
C 2.846117 -2.126435 -0.614283 -0.3 -0.1 0.1
C 2.787592 -1.832609 0.742363 0.4 0.0 -0.1
C 1.584190 -1.940030 1.418179 -0.2 -0.2 -0.1
H 1.550278 -1.687473 2.468989 0.0 0.0 0.1
H 3.660957 -1.496419 1.278263 0.1 0.0 0.0
O 3.956799 -1.999142 -1.396373 -0.2 0.0 -0.1
C 5.067533 -1.300933 -0.877345 0.4 0.1 0.0
C 4.760166 0.109864 -0.430323 0.0 0.0 0.0
C 5.575104 0.731062 0.507686 0.0 -0.1 -0.1
C 5.294493 2.016367 0.934884 0.1 0.1 0.1
C 4.187290 2.686600 0.441559 0.0 0.1 0.1
C 3.372725 2.075816 -0.496327 0.0 0.0 0.0
C 3.665979 0.797301 -0.937606 0.1 0.0 -0.1
H 3.031387 0.327017 -1.673654 -0.1 -0.1 0.0
H 2.500924 2.584175 -0.878997 -0.1 0.1 0.0
H 3.959916 3.683613 0.789159 0.0 0.1 0.0
H 5.936050 2.490792 1.663408 0.0 0.0 0.1
H 6.430875 0.203002 0.905832 0.1 -0.1 0.1
H 5.782332 -1.278557 -1.708477 -0.1 -0.1 0.2
H 5.528318 -1.864560 -0.052645 -0.1 0.1 -0.1
H 1.758738 -2.822411 -2.309949 0.0 0.0 -0.1
H -0.386236 -3.007744 -1.090388 -0.1 0.0 -0.1
H -0.766379 -2.219449 2.557937 0.0 -0.1 -0.1
H -1.422676 -3.285872 1.292128 0.0 0.0 0.1
H -3.578220 -2.234150 0.926350 0.0 0.0 0.1
H -3.149564 -1.502891 2.487176 0.0 0.0 -0.1
H -3.846421 0.608032 1.895691 -0.1 -0.1 0.0
H -4.907472 -0.288823 0.816247 0.0 0.0 0.1
H -3.102434 0.946003 -2.085081 0.0 -0.1 0.1
C -5.160568 0.594107 -1.670510 0.3 0.0 0.0
H -5.803869 -0.114583 -1.155282 -0.1 -0.1 0.0
H -5.376859 0.532560 -2.734108 -0.1 -0.1 -0.1
H -5.396457 1.595677 -1.320615 0.0 0.1 0.0
```
Forces are in eV/Å.

As for the relative energy (zero: lowest compared OMol25 entry of this formula, charge and spin): 293.9 kJ/mol. The calculation puts the total energy at -1155.5806 a.u. Its spin multiplicity is 1. For the LUMO energy, the calculation gives 0.7684 eV. The HOMO-LUMO gap comes out at 8.7137 eV. As for the structure (SMILES): CC(C)N1CCN(Cc2ccc(OCc3ccccc3)cc2)C[C@@H]1CCO.


# 2
ORCA calculation (ωB97M-V/def2-TZVPD) on C23H32N4O2 in the gas phase.

Geometry as XYZ:
```
61
Properties=species:S:1:pos:R:3:forces:R:3
C -6.235585 -1.206774 -1.996836 0.3 0.2 0.0
H -6.292509 -2.267466 -1.768907 0.0 -0.2 0.0
H -6.137803 -1.091866 -3.073588 0.0 -0.1 -0.1
H -7.158376 -0.732632 -1.673375 -0.1 0.0 0.0
C -5.044665 -0.555985 -1.295676 -0.2 -0.1 -0.1
N -5.210087 -0.582850 0.142600 0.1 0.0 -0.1
C -4.620162 0.501118 0.885127 0.3 0.0 0.2
H -4.992924 1.441139 0.466556 0.0 0.0 0.1
C -3.076436 0.562360 0.953657 -0.3 0.1 -0.2
C -2.440142 1.230430 -0.264894 -0.2 -0.3 0.0
N -0.995984 1.308305 -0.146677 -0.2 0.2 -0.1
C -0.231117 0.401141 -0.773592 0.2 0.2 -0.1
O -0.684363 -0.483365 -1.476445 0.1 -0.3 -0.1
C 1.275923 0.514081 -0.594366 -0.1 -0.7 -0.1
N 1.788024 1.759207 -0.047684 0.3 -0.2 0.0
C 0.974566 2.740001 0.382775 -0.7 0.0 0.1
O 1.299491 3.897437 0.559608 0.0 0.2 0.1
C -0.436667 2.285295 0.746256 0.2 0.3 0.3
H -0.384587 1.898223 1.776079 0.0 0.1 -0.1
H -1.075584 3.172735 0.756596 0.2 -0.1 0.0
C 3.245533 1.967584 -0.182351 0.3 0.4 0.0
C 3.899336 0.614974 -0.154613 -0.5 -0.4 0.1
C 3.294558 -0.581053 0.112186 -0.1 0.5 -0.1
C 4.313609 -1.576379 0.138402 0.4 0.2 0.0
C 4.323066 -2.954843 0.347710 0.0 0.1 0.0
C 5.528870 -3.617154 0.302118 -0.1 -0.2 0.0
C 6.724595 -2.937821 0.053079 0.1 0.1 0.0
C 6.745088 -1.575811 -0.159223 0.1 0.0 0.0
C 5.533295 -0.900314 -0.114416 -0.2 -0.6 0.1
N 5.251899 0.426653 -0.284944 0.1 0.4 -0.1
H 5.927566 1.143352 -0.485086 0.0 -0.1 0.0
H 7.669393 -1.051055 -0.352090 0.1 0.0 0.0
H 7.649772 -3.494117 0.026511 0.1 0.0 0.0
H 5.559285 -4.684994 0.461271 0.0 -0.1 0.0
H 3.402627 -3.484992 0.540663 -0.1 -0.1 0.0
C 1.811285 -0.680129 0.213988 0.1 0.1 -0.2
H 1.441543 -1.610463 -0.218232 0.0 0.0 0.0
H 1.469837 -0.619033 1.251941 -0.1 0.0 0.0
C 3.792877 2.744471 1.025082 -0.1 0.2 -0.1
H 3.395383 3.753437 1.049023 0.1 0.0 0.0
H 4.877102 2.792529 0.965082 0.1 -0.1 0.0
H 3.519024 2.235963 1.947002 0.0 -0.1 0.1
C 3.533864 2.724911 -1.484016 -0.1 -0.1 0.1
H 4.599819 2.902694 -1.598282 0.1 0.0 -0.1
H 3.181661 2.157807 -2.343369 0.0 -0.1 -0.1
H 3.021520 3.683183 -1.458420 0.0 0.1 0.0
H 1.685608 0.407685 -1.610909 -0.2 0.0 0.2
H -2.833831 2.243660 -0.391717 0.0 0.0 0.0
H -2.641362 0.648884 -1.164651 0.0 0.2 0.1
H -2.796908 1.122156 1.849345 0.1 0.0 0.1
H -2.673537 -0.447734 1.047022 0.1 0.0 0.1
H -5.001964 0.423760 1.907397 0.0 0.1 0.0
C -5.074344 -1.892492 0.757459 -0.4 0.0 0.2
C -6.385230 -2.321459 1.417081 0.3 -0.1 -0.1
H -6.670934 -1.604586 2.182514 -0.1 0.1 0.1
H -7.181023 -2.366923 0.679669 -0.1 0.0 -0.1
H -6.273974 -3.300068 1.878119 -0.1 -0.1 0.1
H -4.789719 -2.629549 0.001143 0.1 0.0 0.0
H -4.284060 -1.887368 1.517683 0.1 0.0 -0.1
H -4.994546 0.490858 -1.604220 0.1 0.0 0.0
H -4.117576 -1.056776 -1.622142 0.0 0.1 0.0
```
Forces are in eV/Å.

As for the relative energy (zero: lowest compared OMol25 entry of this formula, charge and spin): 122.8 kJ/mol. The calculation puts the total energy at -1265.1755 a.u. Its spin multiplicity is 1. For the LUMO energy, the calculation gives 0.6360 eV. The HOMO-LUMO gap comes out at 8.5855 eV. As for the structure (SMILES): CCN(CC)CCCN1CC(=O)N2[C@@H](Cc3c([nH]c4ccccc34)C2(C)C)C1=O.